1.
{
  "formula": "C3H5ClO3",
  "method": "ωB97M-V/def2-TZVPD",
  "symbols": ["C", "C", "C", "O", "O", "O", "Cl", "H", "H", "H", "H", "H"],
  "coordinates": [[1.0424, -1.3297, -0.4661], [1.3512, -1.3017, 0.7955], [-2.6685, 0.3471, -0.4067], [0.6205, -1.3599, -1.5518], [-2.1983, 0.9391, 0.5991], [-3.7822, 1.0425, -0.7000], [4.1740, 1.0607, -0.2458], [5.3981, 0.6143, -0.1243], [0.5293, -1.3739, 1.5300], [2.2435, -1.0465, 1.2066], [-2.6372, 1.6940, 0.9500], [-4.0727, 0.7138, -1.5866]],
  "forces_ev_per_angstrom": [[-1.059, 0.106, -0.961], [-2.571, -0.472, 0.548], [-1.462, 0.083, -1.427], [0.718, -0.072, 0.605], [3.389, -1.165, 2.210], [-0.625, -0.700, -2.099], [0.813, -0.311, 0.089], [-0.816, 0.301, -0.090], [0.286, -0.115, -0.791], [2.614, 0.578, 0.575], [-1.310, 1.430, 0.217], [0.024, 0.337, 1.124]],
  "mulliken_charge": [0.79, -0.96, -0.04, -0.34, -0.21, -0.42, -0.26, 0.25, 0.21, 0.31, 0.28, 0.39],
  "homo_energy_ev": -8.987,
  "total_charge": 0
}


2.
{
  "formula": "C3H5ClO3",
  "method": "ωB97M-V/def2-TZVPD",
  "symbols": ["C", "C", "C", "O", "O", "O", "Cl", "H", "H", "H", "H", "H"],
  "coordinates": [[-0.7517, 0.8981, -0.2367], [-1.2036, 0.4917, -1.5391], [0.9419, -0.6255, 0.7127], [-1.0761, 1.7990, 0.5000], [2.0511, -0.1096, 0.3596], [0.7112, -0.5664, 2.0729], [0.6361, -2.1959, 0.0340], [-0.3782, 0.6951, -2.1842], [-1.3363, -0.6020, -1.3205], [-2.1672, 0.8421, -1.9426], [2.6280, 0.4413, 1.0793], [-0.0550, -1.0678, 2.4646]],
  "forces_ev_per_angstrom": [[-0.833, 4.359, 2.058], [-1.588, -2.088, -0.059], [-1.741, -1.869, 3.270], [0.272, -1.776, -1.159], [4.565, 3.352, 0.786], [-0.308, -0.052, 0.594], [-0.138, -1.145, -0.529], [0.481, -0.325, -0.792], [0.353, 0.553, -1.106], [0.286, 0.469, 0.320], [-2.408, -2.144, -1.992], [1.059, 0.667, -1.391]],
  "lowdin_spin": [0.53, 0.12, 0.57, 0.30, 0.15, 0.11, 0.17, 0.00, 0.00, 0.03, 0.02, 0.00],
  "homo_energy_ev": [-5.853, -11.227],
  "spin_multiplicity": 3,
  "total_charge": 0,
  "s_squared": 2.01
}